This record from the Open Molecules 2025 dataset describes a molecular structure, C32H31NO5P2RuSSe. The level of theory is ωB97M-V/def2-TZVPD.

Molecular weight, g/mol: 783.65
Spin multiplicity: 5
Orbital gap (spin up / spin down), eV: 8.4 / 6.3
Energy, eV: -142737.1574
Highest occupied orbital energy (spin up / spin down), Eh: -0.531 / -0.534
Net charge: +2

Cartesian coordinates (Å):
Ru1 -0.539 -0.415 0.613
C1 1.806 3.328 0.104
N1 1.033 2.093 0.249
P1 1.615 0.542 0.566
C2 2.634 0.551 2.026
C3 3.953 1.007 1.985
C4 4.680 1.091 3.161
C5 4.096 0.721 4.366
C6 2.786 0.261 4.409
C7 2.050 0.174 3.239
C8 2.555 -0.003 -0.850
C9 3.495 -1.026 -0.686
C10 4.194 -1.490 -1.787
C11 3.958 -0.939 -3.043
C12 3.020 0.071 -3.205
C13 2.310 0.539 -2.110
P2 -0.639 1.904 0.289
C14 -1.387 2.501 -1.210
C15 -1.502 1.621 -2.288
C16 -2.018 2.074 -3.490
C17 -2.413 3.401 -3.615
C18 -2.300 4.277 -2.543
C19 -1.790 3.831 -1.334
C20 -1.308 2.703 1.733
C21 -2.691 2.855 1.858
C22 -3.214 3.365 3.034
C23 -2.366 3.714 4.079
C24 -0.993 3.549 3.959
C25 -0.458 3.033 2.790
H1 2.347 3.558 1.022
H2 1.131 4.152 -0.123
H3 2.519 3.233 -0.715
H4 4.410 1.285 1.042
H5 5.703 1.441 3.138
H6 4.672 0.784 5.280
H7 2.344 -0.036 5.350
H8 1.035 -0.208 3.263
H9 3.692 -1.438 0.296
H10 4.933 -2.271 -1.668
H11 4.518 -1.294 -3.898
H12 2.849 0.505 -4.181
H13 1.580 1.332 -2.232
H14 -1.201 0.583 -2.185
H15 -2.120 1.397 -4.327
H16 -2.819 3.754 -4.553
H17 -2.614 5.306 -2.647
H18 -1.716 4.510 -0.493
H19 -3.353 2.574 1.048
H20 -4.283 3.489 3.137
H21 -2.780 4.114 4.995
H22 -0.339 3.820 4.777
H23 0.614 2.895 2.701
O1 -0.508 -1.920 2.095
Se1 -2.199 -2.033 2.225
O2 -2.816 -1.933 3.676
O3 -2.484 -0.742 1.172
O4 -2.623 -3.419 1.399
C26 0.161 -4.490 0.098
S1 -1.170 -3.425 -0.396
O5 -0.609 -2.112 -0.869
C27 -1.997 -4.224 -1.699
C28 -1.856 -3.763 -3.003
C29 -2.536 -4.439 -4.002
C30 -3.339 -5.529 -3.686
C31 -3.481 -5.958 -2.371
C32 -2.815 -5.299 -1.354
H24 0.852 -4.565 -0.742
H25 -0.286 -5.457 0.330
H26 0.616 -4.045 0.981
H27 -1.226 -2.912 -3.224
H28 -2.440 -4.115 -5.029
H29 -3.869 -6.046 -4.475
H30 -4.122 -6.797 -2.138
H31 -2.944 -5.596 -0.320

***

This record from the Open Molecules 2025 dataset describes a molecular structure, C32H32B2IN4NdO6S3. The level of theory is ωB97M-V/def2-TZVPD.

Molecular weight, g/mol: 957.60
Spin multiplicity: 4
Orbital gap (spin up / spin down), eV: 4.8 / 4.8
Energy, eV: -109193.4242
Highest occupied orbital energy (spin up / spin down), Eh: -0.061 / -0.061
Net charge: -2

Cartesian coordinates (Å):
Nd1 1.249 0.336 1.276
O1 3.362 -3.385 2.216
C1 2.381 -2.904 1.708
O2 2.279 -1.630 1.433
C2 1.170 -3.790 1.268
C3 1.485 -5.019 0.762
C4 0.498 -5.852 0.225
C5 -0.773 -5.388 -0.077
C6 -1.117 -4.118 0.361
C7 -0.210 -3.335 1.080
S1 -0.791 -1.775 1.683
H1 2.495 -5.327 0.936
H2 0.887 -6.767 -0.185
H3 -1.405 -5.922 -0.735
H4 -2.094 -3.709 0.354
C8 5.006 2.989 0.884
N1 3.749 3.636 1.122
C9 3.649 4.687 2.036
C10 2.398 5.166 1.893
N2 1.726 4.425 0.910
B1 0.409 5.130 0.337
N3 -0.564 4.129 -0.307
C11 -0.911 4.263 -1.653
C12 -1.785 3.276 -1.946
N4 -1.976 2.571 -0.797
C13 -2.942 1.468 -0.551
C14 -1.182 3.005 0.198
S2 -1.094 2.341 1.752
C15 2.546 3.524 0.450
S3 2.171 2.312 -0.665
H5 4.963 1.920 0.584
H6 5.648 3.022 1.771
H7 5.504 3.435 0.088
H8 4.386 4.809 2.784
H9 1.887 5.864 2.532
H10 -0.111 5.739 1.265
H11 0.741 6.006 -0.448
H12 -0.425 4.977 -2.252
H13 -2.085 2.767 -2.867
H14 -2.531 0.718 0.165
H15 -3.117 0.981 -1.521
H16 -3.895 1.810 -0.058
C16 -2.017 -5.402 -3.965
C17 -2.726 -4.156 -4.585
C18 -2.867 -4.411 -6.091
C19 -4.047 -4.037 -3.848
C20 -2.037 -2.863 -4.239
C21 -2.664 -1.655 -4.548
C22 -2.168 -0.438 -4.034
C23 -1.052 -0.480 -3.167
O3 -0.504 0.466 -2.343
B2 0.444 -0.192 -1.440
O4 0.424 -1.591 -1.881
C24 -0.455 -1.694 -2.845
C25 -0.990 -2.908 -3.376
H17 -2.709 -6.250 -4.217
H18 -1.823 -5.279 -2.931
H19 -1.121 -5.602 -4.515
H20 -3.459 -5.288 -6.165
H21 -1.920 -4.569 -6.603
H22 -3.412 -3.569 -6.518
H23 -4.582 -5.001 -3.951
H24 -4.646 -3.293 -4.297
H25 -3.937 -3.811 -2.818
H26 -3.529 -1.696 -5.201
H27 -2.727 0.511 -4.108
H28 -0.596 -3.801 -2.864
I1 1.857 5.275 9.011
C26 1.728 4.097 7.309
C27 1.120 2.876 7.470
C28 1.056 1.952 6.405
C29 1.615 2.299 5.212
C30 2.356 3.493 5.081
C31 2.331 4.405 6.125
C32 1.521 1.422 3.974
O5 2.458 1.606 3.126
O6 0.641 0.524 3.800
H29 0.646 2.640 8.451
H30 0.456 1.104 6.466
H31 2.859 3.577 4.064
H32 2.895 5.352 6.040

***

This record from the Open Molecules 2025 dataset describes a molecular structure, C32H32BN11O2W. The level of theory is ωB97M-V/def2-TZVPD.

Molecular weight, g/mol: 797.34
Spin multiplicity: 4
Orbital gap (spin up / spin down), eV: 5.8 / 4.9
Energy, eV: -56668.0770
Highest occupied orbital energy (spin up / spin down), Eh: -0.567 / -0.567
Net charge: +3

Cartesian coordinates (Å):
W1 0.032 -0.564 0.255
C1 -2.704 -3.228 0.493
C2 -1.250 -3.423 0.244
C3 -0.582 -4.475 -0.372
C4 0.760 -4.139 -0.356
N1 0.917 -2.957 0.261
N2 -0.336 -2.521 0.658
B1 2.363 -2.301 0.674
N3 2.123 -1.631 2.028
C5 2.880 -1.602 3.132
C6 2.307 -0.728 4.029
C7 1.181 -0.216 3.390
C8 0.229 0.789 3.937
N4 1.070 -0.767 2.167
N5 2.663 -1.141 -0.350
C9 3.566 -0.966 -1.323
C10 3.431 0.310 -1.850
C11 2.384 0.901 -1.165
C12 1.783 2.257 -1.302
N6 1.936 0.033 -0.231
N7 3.365 -3.379 0.692
C13 3.458 -4.408 1.590
C14 4.277 -5.354 1.052
C15 4.647 -4.846 -0.221
C16 5.562 -5.465 -1.224
N8 4.081 -3.674 -0.438
H1 -3.290 -3.655 -0.317
H2 -2.956 -2.171 0.594
H3 -2.993 -3.730 1.418
H4 -1.019 -5.375 -0.769
H5 1.625 -4.685 -0.705
H6 3.777 -2.195 3.202
H7 2.657 -0.483 5.016
H8 0.595 1.149 4.896
H9 -0.753 0.348 4.117
H10 0.140 1.656 3.281
H11 4.251 -1.768 -1.548
H12 4.030 0.752 -2.627
H13 1.665 2.520 -2.352
H14 2.431 3.004 -0.841
H15 0.808 2.319 -0.813
H16 2.930 -4.393 2.530
H17 4.587 -6.282 1.501
H18 5.625 -6.541 -1.075
H19 6.567 -5.055 -1.124
H20 5.217 -5.269 -2.237
C17 -10.888 6.798 -3.085
O1 -10.203 5.705 -3.763
C18 -9.155 5.139 -3.271
C19 -8.602 4.082 -4.073
C20 -7.496 3.425 -3.654
C21 -6.887 3.785 -2.418
C22 -7.449 4.819 -1.619
C23 -8.553 5.498 -2.025
N9 -5.760 3.166 -1.899
N10 -5.179 2.402 -2.720
C24 -4.065 1.690 -2.287
C25 -3.440 1.016 -3.325
C26 -2.281 0.244 -3.161
C27 -1.751 0.136 -1.904
O2 -0.646 -0.544 -1.590
C28 -2.371 0.797 -0.812
N11 -1.719 0.613 0.387
C29 -2.238 1.178 1.483
C30 -3.395 1.942 1.434
C31 -4.037 2.150 0.232
C32 -3.525 1.582 -0.952
H21 -11.707 7.059 -3.743
H22 -10.204 7.637 -2.973
H23 -11.263 6.448 -2.126
H24 -9.101 3.847 -5.003
H25 -7.064 2.627 -4.240
H26 -6.965 5.059 -0.681
H27 -8.972 6.289 -1.422
H28 -3.882 1.115 -4.307
H29 -1.816 -0.257 -3.999
H30 -1.718 1.006 2.412
H31 -3.778 2.368 2.350
H32 -4.934 2.746 0.194

***

Sequential max |F| output: 0.28 3.53 0.47 eV Å⁻¹